The following is a DFT calculation (ωB97M-V/def2-TZVPD) of a molecular structure, C28H40N10O2STi.

Output
HOMO (spin up / spin down)   -10.01 / -10.31 eV
Multiplicity   2
Kohn-Sham gap (spin up / spin down)   7.54 / 7.62 eV
Max |F|   1.34 eV Å⁻¹
Total charge   +1

The geometry in XYZ format:
```
82
Properties=species:S:1:pos:R:3:forces:R:3:mulliken_spin:R:1
Ti -0.10452 0.29597 0.26683 -0.05 0.69 0.44 0.8380
S 2.88559 -1.82796 -0.57531 -0.26 0.00 0.11 0.0002
O 1.20167 -0.05987 1.87041 -0.05 -0.05 0.09 -0.0076
O -2.54218 -1.65832 3.77496 -0.11 0.03 -0.01 0.0003
N -2.24353 -0.06938 0.52744 0.03 -0.06 0.40 -0.0237
N 1.43923 -3.16221 1.18967 0.14 -0.13 0.05 -0.0022
N 0.18309 -1.75938 -0.03436 0.45 0.28 -0.45 -0.0289
N -0.58736 -1.93529 4.90716 0.11 -0.01 0.15 0.0011
N 0.11281 -1.01828 -1.21500 -0.04 -1.07 -0.80 -0.0300
N 1.38866 1.76830 -0.48640 0.21 0.07 0.02 0.0158
N -0.68996 1.96103 1.59455 -0.10 -0.08 0.27 -0.0036
N -0.64741 -0.85145 2.81288 -0.25 -0.02 0.22 0.0151
N 0.93316 0.42541 -3.52824 0.03 0.18 -0.03 0.0075
N -1.10660 1.54538 -1.52131 0.11 -0.04 0.17 -0.0111
C 2.33358 2.23193 0.57057 -0.22 -0.02 -0.17 0.0103
C 1.48727 -4.89278 -3.66911 -0.04 0.07 0.04 -0.0037
C -0.44321 -3.96123 -1.90247 -0.09 0.00 0.01 0.0084
C -3.07228 0.07604 -1.85378 -0.03 -0.05 -0.08 0.0082
C 1.45165 -1.17809 3.95188 -0.09 -0.04 -0.01 -0.0012
C 0.76583 -1.77998 4.94294 -0.11 -0.06 0.08 0.0007
C 0.98747 1.16369 -4.63881 -0.04 -0.08 0.06 -0.0013
C -1.28861 -2.60209 6.00377 0.05 0.05 -0.08 0.0000
C 0.15508 3.16434 1.75038 -0.19 -0.08 -0.17 0.0035
C 0.39929 0.78872 -5.83687 0.04 0.07 0.00 0.0062
C -0.29221 -0.40929 -5.88427 -0.04 -0.06 0.03 -0.0017
C -0.34227 -1.19417 -4.74396 0.00 -0.02 -0.14 0.0100
C -2.55359 1.50290 -1.79798 0.09 0.10 0.05 0.0012
C 0.25786 -1.58949 -2.34811 0.10 -0.04 -0.63 0.0579
C -2.92912 0.93513 1.39487 -0.01 -0.07 -0.16 0.0117
C -3.08403 -0.68404 -0.51821 0.06 0.15 0.06 0.0052
C 0.93840 2.90325 -1.33970 0.07 -0.11 0.08 0.0078
C 0.64174 -5.78709 -3.02935 -0.05 -0.01 0.02 0.0063
C 1.46052 -2.27141 0.19200 -0.19 0.14 0.03 -0.0013
C 0.39550 -3.05844 -2.55154 -0.03 0.20 0.07 0.0072
C 1.64618 2.84062 1.81358 0.04 0.02 0.08 0.0031
C -0.32885 -5.31924 -2.15189 0.05 0.02 -0.01 -0.0037
C -1.33520 -1.48336 3.81501 0.18 -0.01 -0.20 0.0012
C 0.28997 -0.74204 -3.59232 -0.10 -0.25 0.42 0.0397
C -0.56486 2.90389 -1.60110 -0.12 -0.04 0.04 0.0044
C -2.13770 2.23579 1.55494 0.18 0.00 -0.05 0.0060
C 1.35538 -3.53140 -3.43929 0.13 -0.10 -0.06 0.0108
C 0.66995 -0.70067 2.85082 0.27 0.32 -0.25 0.0070
H -3.90223 1.16735 0.96048 -0.03 0.01 0.06 0.0006
H -0.77248 3.35457 -2.57824 0.01 0.02 0.00 0.0000
H 2.02870 -2.83940 -3.92991 -0.03 0.02 0.01 0.0007
H 2.52276 -1.06336 3.97625 0.00 0.02 -0.02 0.0000
H -0.77940 -0.73526 -6.79356 0.01 0.01 -0.01 0.0001
H -2.26765 -2.15014 6.12389 0.00 0.01 -0.01 0.0000
H 0.48799 1.42500 -6.70630 -0.01 0.00 0.00 0.0002
H -1.96010 -0.81377 1.16906 -0.20 -0.08 0.12 0.0179
H -4.10391 -0.77849 -0.13798 -0.01 0.01 -0.03 0.0010
H -2.74802 1.99529 -2.75739 -0.06 -0.02 -0.01 -0.0003
H 3.00548 2.96413 0.11679 0.05 0.00 0.05 0.0005
H -2.45913 2.75049 2.46545 -0.06 0.01 -0.01 0.0005
H 1.89866 1.12938 -1.09995 0.06 0.01 0.06 0.0017
H -2.47426 -0.47005 -2.58887 0.01 0.00 0.02 0.0007
H -0.52965 1.36760 2.40941 -0.04 0.07 0.10 0.0143
H -0.70745 -2.47636 6.91402 -0.02 -0.03 0.02 0.0000
H 1.50016 2.87014 -2.27132 -0.07 -0.03 -0.08 -0.0011
H -2.31999 2.91561 0.72205 -0.01 -0.01 0.00 -0.0018
H 0.73666 -6.84924 -3.21205 0.01 0.00 0.00 0.0003
H 2.15450 3.77190 2.06939 0.00 -0.01 0.01 -0.0004
H -1.08749 3.51160 -0.86115 0.01 0.01 -0.01 -0.0006
H 1.25147 -2.17637 5.82512 0.00 0.01 0.00 0.0000
H -0.08568 3.84308 0.93133 0.04 0.01 0.02 -0.0021
H -0.12973 3.68296 2.67093 0.05 0.03 0.01 -0.0005
H -1.41802 -3.66258 5.79096 -0.02 -0.01 0.00 0.0000
H 1.21171 3.83530 -0.84670 0.01 0.02 -0.04 0.0003
H 0.55839 -3.52686 1.51344 0.00 0.03 0.02 0.0003
H -2.70873 -1.69679 -0.66274 0.00 0.01 -0.04 -0.0038
H -3.07191 2.08962 -1.03809 -0.01 -0.02 0.00 -0.0016
H -0.85566 -2.14590 -4.74316 0.02 -0.01 0.01 0.0003
H -3.10655 0.46732 2.36442 0.04 0.03 0.02 -0.0017
H 2.92901 1.37042 0.86221 -0.03 -0.01 0.05 -0.0032
H -0.65548 1.01841 -2.26315 0.07 -0.02 0.02 0.0020
H -4.08604 0.10167 -2.25576 0.01 0.00 -0.02 -0.0005
H -0.99364 -6.01248 -1.65414 0.00 -0.02 -0.01 0.0001
H 2.30118 -3.60858 1.45164 -0.03 0.01 0.03 0.0002
H 2.25167 -5.25210 -4.34445 0.00 0.00 0.00 0.0001
H -1.18372 -3.60017 -1.19995 0.02 0.00 -0.02 0.0015
H 1.80014 2.16650 2.65605 0.02 0.00 -0.01 -0.0009
H 1.53160 2.09860 -4.56811 0.02 0.01 0.01 0.0005
```
Forces are in eV/Å.